C5H15NSi as an isolated structure in a non-equilibrium geometry, computed with wB97M-V/def2-TZVPD.

Geometry as XYZ:
```
22
Properties=species:S:1:pos:R:3:lowdin_charge:R:1
Si 0.363 0.290 0.309 0.694
N -0.370 -1.245 0.748 -0.375
C 2.158 1.254 -1.634 -0.170
C -1.241 -1.979 -0.190 -0.133
C 0.879 0.393 -1.524 -0.298
C 0.298 1.754 1.261 -0.191
C -0.334 -1.896 2.074 -0.128
H 2.866 1.124 -0.813 0.065
H -1.056 -3.007 -0.103 0.055
H 0.093 -2.887 2.015 0.064
H -1.181 -1.521 -1.155 0.055
H -1.481 -1.967 2.319 0.106
H 2.044 2.321 -1.682 0.063
H 0.781 2.619 0.992 -0.074
H 0.147 1.020 -1.927 0.039
H 0.152 -1.092 2.749 0.097
H -2.327 -1.855 0.166 0.103
H -3.091 2.368 -0.787 0.023
H 1.017 -0.439 -2.103 0.036
H 0.261 1.676 2.316 -0.061
H 2.511 1.139 -2.604 0.041
H -2.488 1.930 -0.428 -0.006
```

Calculated values
E_HOMO   -7.6 eV
Charge   0
Orbital gap   8.38 eV
LUMO   0.0278 Eh
Electronic energy   -14792.716 eV
Maximum force   0.0769 hartree/bohr
Energy relative to the best compared isomer or geometry (same formula, charge and spin)   349.7 kJ/mol



C5H16B2Br4Na5O3 as an isolated structure in a non-equilibrium geometry, computed with wB97M-V/def2-TZVPD.

Geometry as XYZ:
```
35
Properties=species:S:1:pos:R:3:lowdin_charge:R:1
Br 3.683 0.563 0.694 0.704
Br -1.116 2.817 -2.861 0.576
Br 1.014 4.276 1.420 0.614
Br -1.081 1.902 -6.103 0.559
Na -1.582 -2.383 0.906 0.508
Na -2.051 1.500 0.374 0.663
Na -0.010 -0.713 4.136 0.688
Na 1.566 -1.459 -0.430 0.431
Na -2.784 0.273 3.377 0.715
O -0.631 0.792 2.227 -0.138
O 0.383 -1.014 1.654 -0.108
O 0.293 0.536 0.243 -0.036
C 2.411 2.900 1.846 -0.611
C 2.992 2.440 0.521 -0.607
C 0.001 0.917 -4.707 -0.613
C 0.034 0.162 1.356 -1.076
C -0.766 0.901 -3.368 -0.592
B -0.305 -2.895 -1.447 -0.343
B -2.216 -2.594 3.418 -0.317
H -2.450 -3.509 3.940 -0.022
H 3.694 3.038 -0.061 0.073
H -1.021 -3.668 -1.216 -0.043
H -1.172 -2.611 3.148 -0.053
H 3.138 3.374 2.506 0.061
H 0.317 -0.050 -5.098 0.066
H 1.981 2.127 2.483 0.039
H 2.185 2.419 -0.211 0.024
H -0.309 0.294 -2.586 0.049
H -0.211 -2.873 -2.521 -0.040
H 0.589 -3.273 -0.975 -0.054
H -2.376 -1.732 4.047 -0.080
H -0.515 -1.895 -1.100 -0.084
H 0.959 1.429 -4.614 0.051
H -1.780 0.548 -3.555 0.045
H -2.861 -2.539 2.555 -0.048
```

Calculated values
E_HOMO   -11.9 eV
Charge   +1
Orbital gap   6.95 eV
LUMO   -0.1823 Eh
Electronic energy   -315187.607 eV
Maximum force   0.1100 hartree/bohr
Energy relative to the best compared isomer or geometry (same formula, charge and spin)   50.1 kJ/mol



C5H16F3NO9PdS2 as an isolated structure in a non-equilibrium geometry, computed with wB97M-V/def2-TZVPD.

Geometry as XYZ:
```
37
Properties=species:S:1:pos:R:3:lowdin_spin:R:1
Pd 0.855 0.015 0.283 1.550
S -1.968 0.828 2.383 0.003
S -1.672 -1.764 1.463 0.002
F -0.676 -2.551 2.338 0.000
F 2.015 -1.414 1.194 0.132
F -2.836 1.467 1.165 0.000
O -1.195 1.927 2.687 0.000
O -2.932 0.329 3.248 0.006
O 0.714 -1.104 -1.647 0.058
O 1.406 1.770 1.673 0.065
O -0.476 1.468 -0.875 0.036
O 2.839 0.232 -0.612 0.084
O -2.986 -2.035 1.990 0.002
O -1.312 -2.161 0.148 -0.002
O -1.957 -1.189 -2.280 0.000
N -1.115 -0.299 1.693 0.044
C 2.836 -0.165 -1.974 0.003
C -1.288 1.190 -2.026 0.004
C 1.984 -1.331 -2.155 0.003
C -2.322 0.064 -1.747 0.000
C 1.778 1.323 2.974 0.001
H 1.899 -1.563 -3.292 0.003
H 3.841 -0.407 -2.248 0.003
H -1.116 1.783 -0.249 0.000
H 2.458 0.712 -2.500 0.000
H 2.772 0.949 2.841 0.000
H 0.993 0.566 3.170 0.000
H -2.483 0.019 -0.682 0.000
H -3.264 0.399 -2.212 0.000
H 2.356 -2.239 -1.706 0.000
H -2.212 -1.897 -1.613 0.000
H 0.079 -1.892 -1.666 0.000
H 3.085 -0.496 -0.044 -0.001
H -1.834 2.088 -2.272 0.002
H -0.578 0.831 -2.857 0.000
H 1.644 2.195 3.657 0.001
H 0.666 2.354 1.751 0.001
```

Calculated values
E_HOMO (spin up / spin down)   -9.8 / -10.5 eV
Charge   0
Orbital gap (spin up / spin down)   10.18 / 9.45 eV
LUMO (spin up / spin down)   0.0133 / -0.0392 Eh
Electronic energy   -58662.000 eV
Maximum force   0.0797 hartree/bohr
2S+1   3



C5H16IN4O3 as an isolated structure in a non-equilibrium geometry, computed with wB97M-V/def2-TZVPD.

Geometry as XYZ:
```
29
Properties=species:S:1:pos:R:3:lowdin_charge:R:1
I 1.234 0.967 -1.063 0.926
O 1.310 -2.035 -4.682 0.002
O 0.118 -0.409 1.020 -0.159
O -3.353 1.068 -0.684 0.064
N -1.628 0.834 0.750 0.128
N 1.827 -0.950 -2.852 0.011
N -0.211 -0.669 -3.688 0.140
N -1.485 0.357 -1.283 0.045
C 0.958 -1.328 -3.772 -0.773
C 1.678 0.413 2.681 -0.054
C -0.668 -0.398 3.411 -0.034
C -2.274 0.792 -0.386 -0.876
C 0.172 0.303 2.256 -0.440
H -0.438 -0.031 4.411 0.065
H -1.742 -0.272 3.271 0.061
H 2.031 1.124 1.934 0.036
H -0.270 1.298 2.194 0.124
H 2.814 -1.144 -2.945 0.104
H -1.818 0.275 -2.233 0.095
H -0.460 -1.468 3.383 0.073
H 0.876 -0.092 0.524 -0.180
H -0.729 0.383 0.852 -0.167
H -0.641 -0.646 -4.601 0.110
H 2.202 -0.542 2.644 0.080
H -0.490 0.317 -1.110 -0.219
H -0.187 0.138 -3.081 0.008
H 1.459 -0.371 -2.110 -0.348
H -2.162 1.290 1.475 0.110
H 1.876 0.797 3.682 0.068
```

Calculated values
E_HOMO   -4.7 eV
Charge   -1
Orbital gap   7.68 eV
LUMO   0.1094 Eh
Electronic energy   -25646.077 eV
Maximum force   0.1817 hartree/bohr
Energy relative to the best compared isomer or geometry (same formula, charge and spin)   676.3 kJ/mol



A 2-piece molecular cluster, C5H16N overall, computed with wB97M-V/def2-TZVPD.

Geometry as XYZ:
```
22
Properties=species:S:1:pos:R:3:lowdin_charge:R:1
N 1.614 0.810 -3.278 0.154
C -1.533 -0.194 1.624 -0.283
C -1.680 1.309 1.800 -0.113
C 1.265 0.623 -1.826 -0.013
C 0.042 -2.114 1.099 -0.116
C -0.091 -0.622 1.381 -0.287
H -1.344 1.830 0.901 0.060
H 1.075 -2.396 0.897 0.065
H 1.393 -0.429 -1.589 0.102
H -1.093 1.672 2.642 0.076
H -2.717 1.594 1.971 0.074
H 0.527 -0.374 2.240 0.113
H 2.572 0.529 -3.493 0.174
H 1.878 1.267 -1.211 0.109
H 0.989 0.260 -3.873 0.175
H -0.285 -2.706 1.953 0.078
H -2.146 -0.519 0.778 0.108
H 0.215 0.870 -1.710 0.102
H -1.920 -0.729 2.492 0.114
H 1.517 1.787 -3.563 0.174
H -0.567 -2.419 0.241 0.072
H 0.289 -0.048 0.526 0.062
```

Calculated values
E_HOMO   -14.0 eV
Charge   +1
Orbital gap   9.84 eV
LUMO   -0.1533 Eh
Electronic energy   -6927.829 eV
Maximum force   0.0099 hartree/bohr
Energy relative to the best compared isomer or geometry (same formula, charge and spin)   24.2 kJ/mol



C5H16N2 as an isolated structure in a non-equilibrium geometry, computed with wB97M-V/def2-TZVPD.

Geometry as XYZ:
```
23
Properties=species:S:1:pos:R:3:lowdin_charge:R:1
N 3.401 -0.013 -0.970 0.086
N 1.592 -1.025 0.174 0.027
C -1.746 1.078 1.074 -0.125
C -1.066 -0.023 0.261 -0.561
C -1.602 -1.373 0.751 -0.125
C -1.407 0.145 -1.220 -0.121
C 2.593 -0.208 0.113 -0.385
H -2.836 1.027 0.982 0.076
H 4.096 0.710 -0.946 0.085
H 0.205 -0.332 0.335 0.083
H -0.965 -0.657 -1.814 0.065
H 3.002 0.154 1.049 0.118
H -1.029 1.093 -1.603 0.061
H -1.498 0.995 2.133 0.073
H 1.507 -1.622 -0.647 0.071
H 0.571 1.447 0.180 0.051
H 1.273 1.862 0.065 0.088
H -2.687 -1.440 0.626 0.072
H -1.463 2.072 0.727 0.055
H 3.073 -0.294 -1.880 0.096
H -1.155 -2.200 0.199 0.064
H -1.371 -1.520 1.806 0.072
H -2.487 0.125 -1.392 0.074
```

Calculated values
E_HOMO   -8.3 eV
Charge   0
Orbital gap   9.16 eV
LUMO   0.0316 Eh
Electronic energy   -8422.295 eV
Maximum force   0.0793 hartree/bohr
Energy relative to the best compared isomer or geometry (same formula, charge and spin)   251.1 kJ/mol



A 2-piece molecular cluster, C5H16N2O overall in a non-equilibrium geometry, computed with wB97M-V/def2-TZVPD.

Geometry as XYZ:
```
24
Properties=species:S:1:pos:R:3:lowdin_charge:R:1
O 2.179 -1.898 1.582 -0.075
N 0.830 0.708 0.857 -0.111
N -1.629 -2.107 -0.315 0.012
C -0.956 -1.486 -1.516 -0.278
C -0.296 2.114 -0.805 -0.047
C -0.182 0.620 -0.272 -0.325
C 0.208 -0.478 -1.318 -0.147
C 0.148 1.326 1.936 -0.183
H -0.916 -2.758 0.163 0.110
H 0.305 0.026 -2.329 0.119
H 2.538 -2.529 0.968 0.014
H -0.605 -2.340 -2.041 0.085
H 1.678 1.244 0.643 0.128
H -0.744 2.385 -1.596 -0.007
H 1.523 -1.529 0.956 -0.015
H -2.094 -1.469 0.210 -0.010
H 0.515 2.647 -1.038 0.033
H -0.835 0.762 2.032 0.103
H 1.134 -1.145 -0.995 0.127
H -0.007 2.434 1.945 0.078
H -1.626 -0.997 -2.166 0.085
H -0.672 2.777 0.038 0.094
H 0.748 1.210 2.817 0.068
H -1.247 0.482 0.243 0.143
```

Calculated values
SMILES   CN[C@@H](C)CCN.O
E_HOMO   -8.9 eV
Charge   0
Orbital gap   9.71 eV
LUMO   0.0308 Eh
Electronic energy   -10469.300 eV
Maximum force   0.1495 hartree/bohr
Energy relative to the best compared isomer or geometry (same formula, charge and spin)   310.8 kJ/mol



A 2-piece molecular cluster, C5H16N2O overall in a non-equilibrium geometry, computed with wB97M-V/def2-TZVPD.

Geometry as XYZ:
```
24
Properties=species:S:1:pos:R:3:lowdin_charge:R:1
O 4.304 -0.461 -0.536 -0.077
N -1.968 0.174 -2.930 -0.039
N -0.457 -1.025 1.586 -0.093
C 0.080 0.156 2.366 -0.308
C -0.917 0.315 -1.794 -0.213
C -1.196 -0.891 -0.867 -0.172
C 0.942 0.970 1.434 -0.129
C -1.567 -0.589 0.628 -0.185
H -0.401 -1.534 -0.929 0.061
H -1.876 0.355 0.815 0.056
H 4.548 -0.564 0.392 0.030
H -0.802 0.709 2.774 0.107
H 0.418 -1.517 1.274 0.108
H 0.345 1.707 0.917 0.052
H 0.523 -0.025 3.358 0.096
H -1.631 -0.168 -3.844 0.062
H -2.623 0.977 -2.912 0.061
H 1.826 1.481 1.977 0.082
H -2.061 -1.405 -1.348 0.105
H 4.496 0.488 -0.702 0.049
H 1.653 0.355 0.736 0.091
H 0.022 0.499 -2.178 0.069
H -1.207 1.154 -1.177 0.085
H -2.449 -1.162 0.961 0.103
```

Calculated values
SMILES   CCNCCCN.O
E_HOMO   -8.2 eV
Charge   0
Orbital gap   8.87 eV
LUMO   0.0253 Eh
Electronic energy   -10469.743 eV
Maximum force   0.1056 hartree/bohr
Energy relative to the best compared isomer or geometry (same formula, charge and spin)   268.1 kJ/mol



A 2-piece molecular cluster, C5H16N2O overall in a non-equilibrium geometry, computed with wB97M-V/def2-TZVPD.

Geometry as XYZ:
```
24
Properties=species:S:1:pos:R:3:lowdin_charge:R:1
O 0.405 -2.820 -1.799 -0.061
N -1.081 1.081 -1.273 -0.130
N 0.420 -1.103 2.706 0.001
C 0.452 0.865 1.244 -0.201
C -0.573 2.391 -1.553 -0.138
C -0.190 -0.041 -1.077 -0.272
C -0.446 -0.138 2.015 -0.278
C 0.943 0.242 -0.064 -0.189
H 1.438 -0.723 0.063 0.097
H 0.690 -1.850 2.084 0.055
H -0.031 -1.471 3.529 0.058
H -0.076 1.811 1.327 0.096
H 1.678 0.903 -0.521 0.101
H -1.227 2.914 -2.253 0.073
H -1.983 0.980 -0.848 0.105
H -1.184 0.330 2.668 0.106
H 1.398 0.986 1.770 0.100
H -1.122 -0.570 1.263 0.092
H 0.414 2.303 -2.010 0.081
H 0.800 -1.974 -2.044 0.006
H 0.210 -0.280 -2.056 0.091
H -0.432 3.046 -0.688 0.064
H 0.943 -3.075 -1.034 0.043
H -0.793 -0.909 -0.833 0.100
```

Calculated values
SMILES   CNCCCCN.O
E_HOMO   -8.2 eV
Charge   0
Orbital gap   8.95 eV
LUMO   0.0276 Eh
Electronic energy   -10471.102 eV
Maximum force   0.0340 hartree/bohr
Energy relative to the best compared isomer or geometry (same formula, charge and spin)   137.0 kJ/mol



A 2-piece molecular cluster, C5H16N2O overall in a non-equilibrium geometry, computed with wB97M-V/def2-TZVPD.

Geometry as XYZ:
```
24
Properties=species:S:1:pos:R:3:lowdin_charge:R:1
O 0.571 -0.411 -1.278 -0.158
N -0.395 -1.361 0.845 -0.148
N -0.229 1.813 -1.912 -0.111
C -1.832 -1.158 1.073 -0.084
C -1.232 1.929 -0.874 -0.143
C 1.943 -0.718 1.555 -0.079
C 0.856 0.914 -1.578 -0.383
C 0.472 -0.862 1.910 -0.262
H -0.676 1.501 -2.767 0.100
H 1.394 1.404 -0.748 0.099
H -0.181 -2.326 0.615 0.140
H 0.037 -0.734 -0.363 0.035
H 1.563 0.900 -2.414 0.112
H -1.972 -0.085 1.169 0.069
H -1.801 1.005 -0.718 0.053
H 2.509 -0.416 2.436 0.075
H 0.063 0.104 2.220 0.116
H 2.117 0.009 0.766 0.051
H -2.187 -1.755 1.914 0.083
H 2.355 -1.670 1.212 0.081
H -1.934 2.734 -1.091 0.073
H -0.745 2.186 0.072 0.079
H 0.422 -1.504 2.798 0.112
H -2.363 -1.464 0.172 0.089
```

Calculated values
SMILES   CCNC.CNCO
E_HOMO   -8.5 eV
Charge   0
Orbital gap   9.37 eV
LUMO   0.0307 Eh
Electronic energy   -10471.258 eV
Maximum force   0.0427 hartree/bohr
Energy relative to the best compared isomer or geometry (same formula, charge and spin)   121.9 kJ/mol